{"formula": "C6H9N", "method": "the ωB97M-V functional and the def2-TZVPD basis", "max_force_ev_per_a": 0.504, "molar_mass_g_mol": 95.145, "spin_multiplicity": 1, "orbital_gap_ev": 10.4, "e_lumo_ha": 0.0387, "de_lowest_kj_mol": 275.2, "total_charge": 0, "elements": ["C", "C", "C", "C", "C", "C", "N", "H", "H", "H", "H", "H", "H", "H", "H", "H"], "xyz": [[-2.1357, 2.7115, 0.6979], [-1.0751, 1.7966, 0.2692], [-0.2084, 1.0437, -0.0996], [0.8504, 0.1428, -0.5679], [0.9096, -1.1939, 0.1514], [0.6504, -2.4615, -0.5659], [2.0193, -2.0312, -0.2880], [-3.0680, 2.1692, 0.8864], [-2.3361, 3.4637, -0.0725], [-1.8589, 3.2376, 1.6173], [1.8324, 0.6169, -0.4580], [0.7202, -0.0447, -1.6408], [0.6720, -1.1658, 1.2152], [0.3654, -2.4216, -1.6155], [0.2467, -3.3089, -0.0157], [2.4158, -2.5544, 0.4866]]}